Entry 1:
{
  "formula": "C2H6N2P2",
  "method": "ωB97M-V with the def2-TZVPD basis set",
  "elements": ["C", "C", "N", "N", "P", "P", "H", "H", "H", "H", "H", "H"],
  "xyz": [[2.07502, 0.49455, 0.42458], [1.01542, -0.43369, 0.10737], [-1.14301, 0.62725, 1.02452], [-1.47825, -0.68629, -1.21485], [3.19265, 0.19342, -0.76646], [-0.48474, 0.50143, -0.53851], [2.12019, 1.10896, 1.29066], [1.19944, -1.50753, -0.08618], [-2.14397, 0.24533, 1.00630], [-1.06481, 1.58968, 1.53448], [-2.03579, -1.26009, -0.62475], [-1.25215, -0.87302, -2.15715]],
  "energy_ev": -23725.4660,
  "max_force_ev_per_a": 3.2,
  "multiplicity": 1
}

---

Entry 2:
{
  "formula": "C4H9N4",
  "method": "ωB97M-V with the def2-TZVPD basis set",
  "elements": ["C", "C", "C", "C", "N", "N", "N", "N", "H", "H", "H", "H", "H", "H", "H", "H", "H"],
  "xyz": [[2.66134, -0.49302, 0.87741], [3.31253, 0.81877, -0.92994], [-0.73999, 0.83736, 0.80390], [-0.39173, 0.13017, -0.48779], [3.47724, 0.16030, 0.02893], [1.43777, -0.60283, 0.54830], [1.02051, -0.08905, -0.57704], [-0.99866, -1.31010, -0.66989], [3.08030, -0.69896, 1.86046], [3.09369, 1.49921, -1.67181], [-1.73518, 1.24531, 0.83113], [0.09452, 1.51318, 1.17251], [-0.54456, 0.07552, 1.57298], [-0.68411, 0.75875, -1.44016], [-2.03468, -1.41931, -0.71838], [-0.75495, -1.56727, -1.63542], [-0.55961, -1.83016, 0.12205]],
  "energy_ev": -10243.4137,
  "max_force_ev_per_a": 3.3,
  "total_charge": 1,
  "multiplicity": 1
}

---

Entry 3:
{
  "formula": "C3H4N2O2",
  "method": "ωB97M-V with the def2-TZVPD basis set",
  "elements": ["C", "C", "C", "N", "N", "O", "O", "H", "H", "H", "H"],
  "xyz": [[2.40477, 0.82568, 0.11392], [0.58730, -0.26153, 0.27189], [-0.74890, -0.77033, 0.13838], [1.03698, 0.95054, 0.29351], [2.82541, -0.39358, -0.01598], [1.76165, -1.16202, 0.07580], [-1.84053, 0.07509, 0.46761], [3.08328, 1.66866, 0.00313], [-0.74464, -0.99306, -0.97078], [-0.95611, -1.84307, 0.69591], [-1.79767, 0.76290, -0.16820]],
  "energy_ev": -10244.2508,
  "s2": 2.02,
  "max_force_ev_per_a": 9.2,
  "multiplicity": 3
}

---

Entry 4:
{
  "formula": "C28H33N10NaOS3Se",
  "method": "ωB97M-V with the def2-TZVPD basis set",
  "elements": ["Na", "N", "C", "N", "C", "C", "S", "C", "C", "S", "C", "N", "N", "H", "H", "H", "H", "H", "H", "C", "C", "O", "N", "C", "C", "C", "C", "C", "C", "N", "H", "H", "H", "H", "H", "H", "H", "H", "H", "H", "Se", "C", "C", "C", "C", "C", "C", "H", "H", "H", "H", "H", "N", "C", "C", "C", "C", "C", "N", "H", "H", "H", "H", "H", "H", "S", "C", "N", "C", "C", "N", "H", "H", "H", "H", "H", "H"],
  "xyz": [[0.54182, 0.37350, 1.16709], [1.44180, -3.44745, 0.33325], [2.14548, -2.94642, 1.37111], [2.09934, -1.70237, 1.78438], [2.97827, -1.50695, 2.84602], [3.63863, -2.59841, 3.28275], [3.22493, -3.95946, 2.30794], [3.12030, -0.14197, 3.37383], [4.11392, 0.31961, 4.16371], [3.87602, 1.99742, 4.48577], [2.43179, 1.96117, 3.51317], [2.16373, 0.79058, 3.00660], [1.64205, 3.06656, 3.35087], [1.14380, -2.77516, -0.39858], [1.69140, -4.35601, -0.01043], [4.34518, -2.69056, 4.09771], [4.97057, -0.21054, 4.55917], [2.07434, 3.96202, 3.48477], [0.98242, 2.99397, 2.57741], [-2.14189, 3.38072, 2.33330], [-1.28621, 2.98997, 1.15514], [-0.26188, 2.30874, 1.30155], [-1.66852, 3.48582, -0.03549], [-1.01039, 3.17142, -1.29711], [-1.76864, 2.13043, -2.09262], [-1.91833, 2.24754, -3.46510], [-2.61228, 1.26077, -4.14765], [-3.12800, 0.19174, -3.43965], [-2.91540, 0.15311, -2.07162], [-2.26199, 1.10517, -1.40162], [-1.58735, 3.20307, 3.25221], [-3.03660, 2.75330, 2.35203], [-2.44596, 4.42701, 2.27715], [-2.55774, 3.95139, -0.08304], [-0.00719, 2.81501, -1.06188], [-0.91049, 4.08289, -1.87969], [-1.49337, 3.09723, -3.98946], [-2.74028, 1.32013, -5.22213], [-3.65915, -0.61301, -3.93345], [-3.28070, -0.68396, -1.48014], [0.57105, -1.32477, -2.24714], [-0.73572, -2.51132, -2.98683], [-0.84859, -2.62466, -4.38076], [-1.79138, -3.46355, -4.96375], [-2.65510, -4.21405, -4.17334], [-2.56243, -4.10698, -2.79087], [-1.61895, -3.26542, -2.20274], [-0.18077, -2.04241, -5.00411], [-1.85734, -3.53073, -6.04530], [-3.38759, -4.86877, -4.62951], [-3.23137, -4.68088, -2.15853], [-1.59950, -3.17071, -1.12515], [-0.13150, -1.12244, 4.34485], [-1.41830, -0.91236, 3.93422], [-2.49555, -1.28783, 4.75788], [-3.77638, -1.00781, 4.34644], [-3.98263, -0.36407, 3.12687], [-2.87071, -0.05429, 2.37243], [-1.60737, -0.31850, 2.74364], [0.05184, -1.75027, 5.10363], [0.60888, -0.95047, 3.68618], [-2.30387, -1.78467, 5.70332], [-4.61848, -1.28871, 4.96832], [-4.97758, -0.12628, 2.77001], [-2.96804, 0.43211, 1.40550], [2.72303, 2.48087, -0.19496], [3.25577, 1.79325, -1.62886], [2.50839, 1.13571, -2.53475], [3.30240, 0.51328, -3.59756], [4.69275, 1.14071, -3.37791], [4.52200, 1.81782, -2.09168], [1.59662, 0.76850, -2.30001], [2.89423, 0.75192, -4.57466], [3.31114, -0.56832, -3.48930], [4.95152, 1.84334, -4.16758], [5.47163, 0.38443, -3.32425], [5.22449, 2.37030, -1.64105]],
  "energy_ev": -148793.4752,
  "max_force_ev_per_a": 1.2,
  "multiplicity": 1
}

---

Entry 5:
{
  "formula": "C26H38BGe2O2Se4Tl",
  "method": "ωB97M-V with the def2-TZVPD basis set",
  "elements": ["Tl", "C", "C", "Ge", "C", "C", "C", "C", "Ge", "C", "C", "C", "C", "C", "C", "C", "C", "C", "C", "H", "H", "H", "H", "H", "H", "H", "H", "H", "H", "H", "H", "H", "H", "H", "H", "H", "H", "H", "H", "H", "H", "H", "H", "H", "H", "Se", "Se", "Se", "Se", "C", "C", "C", "C", "C", "C", "C", "C", "O", "B", "O", "C", "C", "H", "H", "H", "H", "H", "H", "H", "H", "H", "H", "H", "H"],
  "xyz": [[1.08992, 1.00939, -0.24089], [-3.12360, -4.76061, -0.72099], [-1.76075, -4.18381, -0.33368], [-1.50790, -2.35269, -0.99927], [-1.89342, -2.25113, -2.91859], [-3.35666, -1.92264, -3.21712], [-2.77030, -1.26688, 0.03229], [-2.89565, 0.04925, 0.18796], [-1.69136, 1.42363, -0.54362], [-1.85613, 3.13380, 0.43155], [-3.12603, 3.96495, 0.23419], [-1.89223, 1.67209, -2.48721], [-3.35281, 1.68560, -2.94448], [-4.04761, 0.64218, 0.93052], [-3.93251, 0.98185, 2.27576], [-4.99428, 1.57843, 2.94184], [-6.18334, 1.83822, 2.27523], [-6.30971, 1.48982, 0.93738], [-5.24690, 0.90149, 0.26822], [-3.24607, -5.77759, -0.34376], [-3.24577, -4.79806, -1.80532], [-3.94729, -4.16609, -0.31864], [-0.95361, -4.79519, -0.74179], [-1.63001, -4.18325, 0.75105], [-1.60399, -3.21218, -3.35043], [-1.23035, -1.50054, -3.35292], [-4.03902, -2.66941, -2.80600], [-3.53601, -1.86953, -4.29292], [-3.63812, -0.95996, -2.78591], [-3.55396, -1.88137, 0.48798], [-0.98384, 3.71088, 0.10973], [-1.69962, 2.92167, 1.49230], [-3.33459, 4.14411, -0.82235], [-3.01827, 4.94149, 0.71176], [-3.99918, 3.47835, 0.66754], [-1.34158, 0.87180, -2.98427], [-1.38414, 2.60560, -2.74056], [-3.82066, 0.71561, -2.76342], [-3.42810, 1.89059, -4.01458], [-3.94546, 2.43700, -2.42012], [-3.00861, 0.77446, 2.80083], [-4.89303, 1.83802, 3.98831], [-7.00896, 2.30452, 2.79712], [-7.23784, 1.67897, 0.41274], [-5.34566, 0.63478, -0.77579], [-0.15055, -0.11944, 3.85760], [-1.14983, -1.98881, 3.07205], [0.81071, -1.93241, -0.63342], [1.41215, -0.57915, -2.47058], [6.73837, 0.45624, -1.17247], [6.84069, 0.57524, 0.35490], [6.99666, 2.05365, 0.71070], [8.08934, -0.17064, 0.84562], [5.59233, -0.04127, 0.98774], [5.31466, -1.39535, 0.76581], [4.18311, -2.02960, 1.26392], [3.32441, -1.25328, 2.00637], [2.10777, -1.59221, 2.57022], [1.63920, -0.41251, 3.08957], [2.53918, 0.62655, 2.96768], [3.58638, 0.08063, 2.24288], [4.70431, 0.71731, 1.75269], [7.61883, 0.89953, -1.64341], [5.85099, 0.97300, -1.54321], [6.67425, -0.58449, -1.49175], [7.90453, 2.44261, 0.24678], [7.08507, 2.20340, 1.78893], [6.15751, 2.64824, 0.34407], [8.98525, 0.26301, 0.39577], [8.05911, -1.22743, 0.57892], [8.18199, -0.09942, 1.93116], [5.99780, -1.97919, 0.16289], [3.97231, -3.06996, 1.05987], [4.85845, 1.76808, 1.94906]],
  "energy_ev": -411463.3325,
  "max_force_ev_per_a": 0.4,
  "multiplicity": 1
}